[1]
A cluster of 2 separate species, C22H28BrNO8P in total in a non-equilibrium geometry. Source: the OMol25 dataset; level of theory: ωB97M-V with the def2-TZVPD basis set.

Geometry as XYZ:
```
61
Properties=species:S:1:pos:R:3:nbo_charge:R:1
C -2.071 2.410 -3.036 -0.61
C -1.031 1.513 -2.364 -0.44
C -1.516 0.221 -1.695 -0.15
Br -3.468 0.338 -1.288 -0.11
C -0.682 -0.167 -0.434 -0.04
C -1.347 -1.353 0.271 -0.08
O -0.751 -1.589 1.549 -0.55
C -1.655 -2.231 2.407 -0.24
C 0.687 -0.723 -1.003 0.78
O 1.385 -1.379 -0.219 -0.75
O 0.922 -0.500 -2.197 -0.77
N -0.492 0.979 0.441 -0.48
C 0.840 1.444 0.708 -0.19
C 1.654 0.647 1.776 -0.49
C 1.645 1.322 3.119 0.11
C 0.950 0.739 4.191 -0.25
C 0.885 1.358 5.440 -0.22
C 1.527 2.578 5.641 -0.24
C 2.250 3.158 4.596 -0.21
C 2.304 2.530 3.351 -0.25
C -1.480 1.264 1.429 -0.60
P -1.926 3.027 1.563 2.33
O -2.142 3.728 0.294 -1.10
O -3.284 3.003 2.433 -0.99
O -0.892 3.761 2.547 -1.00
H -2.651 2.976 -2.315 0.22
H -2.699 1.868 -3.737 0.19
H -1.515 3.140 -3.629 0.19
H -0.451 2.134 -1.690 0.22
H -0.357 1.191 -3.149 0.24
H -1.434 -0.582 -2.414 0.24
H -1.247 -2.243 -0.353 0.20
H -2.406 -1.167 0.445 0.18
H -1.109 -2.625 3.260 0.18
H -2.414 -1.528 2.775 0.15
H -2.180 -3.053 1.915 0.16
H 0.757 2.455 1.115 0.18
H 1.422 1.567 -0.199 0.22
H 2.683 0.644 1.415 0.22
H 1.318 -0.380 1.822 0.28
H 0.444 -0.199 4.007 0.22
H 0.318 0.878 6.223 0.20
H 1.452 3.055 6.608 0.20
H 2.763 4.091 4.775 0.20
H 2.871 3.003 2.560 0.20
H -1.141 0.978 2.440 0.21
H -2.431 0.768 1.277 0.26
H -3.095 2.900 3.373 0.50
H -0.468 4.456 2.026 0.51
C 2.883 -3.654 -4.509 -0.26
C 1.813 -3.059 -3.983 -0.22
C 0.442 -3.565 -4.275 0.47
O -0.551 -3.050 -3.815 -0.47
C 0.327 -4.750 -5.172 -0.21
C 1.402 -5.333 -5.691 -0.25
C 2.767 -4.829 -5.398 0.48
O 3.745 -5.371 -5.877 -0.52
H 3.889 -3.306 -4.310 0.23
H 1.878 -2.192 -3.324 0.30
H -0.678 -5.101 -5.371 0.22
H 1.339 -6.195 -6.345 0.22
```

## Properties
Charge: -1
LUMO energy: 0.996 eV
HOMO energy: -5.0 eV
Energy above the lowest of the compared OMol25 structures with the same formula, charge and spin: 18.97 kJ/mol

=====

[2]
A structure of composition C22H28Cl4IrN2O5PS in a non-equilibrium geometry. Source: the OMol25 dataset; level of theory: ωB97M-V with the def2-TZVPD basis set.

Geometry as XYZ:
```
64
Properties=species:S:1:pos:R:3:nbo_charge:R:1
Ir 0.055 -0.208 -0.096 0.54
Cl 4.794 0.031 5.342 0.00
C 3.981 0.062 3.802 -0.07
C 2.607 -0.038 3.751 -0.23
C 2.009 -0.021 2.504 -0.15
Cl 0.263 -0.144 2.390 0.13
C 2.681 0.074 1.284 0.37
O 2.096 0.060 0.130 -0.75
C 4.084 0.194 1.411 -0.09
Cl 5.016 0.356 -0.041 0.02
C 4.722 0.185 2.632 -0.23
H 2.017 -0.127 4.652 0.24
H 5.798 0.270 2.673 0.24
C -1.476 -0.097 -5.236 -0.62
C -0.117 0.586 -5.156 -0.22
N -0.077 1.738 -4.244 -0.40
C -0.286 3.066 -4.836 -0.21
C -1.734 3.533 -4.769 -0.62
C 0.062 1.628 -2.908 0.37
S 0.385 0.015 -2.336 0.00
N 0.021 2.782 -2.245 -0.68
C 0.109 2.896 -0.920 0.68
O 0.163 1.988 -0.066 -0.70
C 0.108 4.302 -0.399 -0.07
C -0.096 5.386 -1.247 -0.19
C -0.094 6.677 -0.741 -0.22
C 0.113 6.892 0.615 -0.19
C 0.324 5.814 1.465 -0.21
C 0.321 4.524 0.959 -0.20
H -1.437 -0.906 -5.966 0.22
H -2.257 0.601 -5.540 0.20
H -1.741 -0.528 -4.273 0.22
H 0.174 0.960 -6.136 0.20
H 0.635 -0.136 -4.846 0.23
H 0.054 3.009 -5.869 0.20
H 0.351 3.770 -4.306 0.23
H -2.384 2.914 -5.389 0.20
H -1.814 4.563 -5.119 0.22
H -2.089 3.490 -3.739 0.22
H -0.256 5.203 -2.301 0.23
H -0.251 7.517 -1.404 0.21
H 0.114 7.900 1.009 0.21
H 0.499 5.980 2.520 0.22
H 0.496 3.674 1.606 0.23
C -3.078 0.796 -1.824 -0.26
O -3.286 -0.141 -0.754 -0.83
P -2.138 -0.343 0.332 2.00
O -2.602 0.526 1.589 -0.83
C -2.421 1.953 1.661 -0.27
O -2.466 -1.778 0.902 -0.82
C -3.785 -2.281 1.139 -0.25
H -4.039 0.931 -2.313 0.20
H -2.354 0.396 -2.531 0.20
H -2.723 1.759 -1.451 0.18
H -2.328 2.206 2.714 0.20
H -3.297 2.451 1.244 0.18
H -1.523 2.264 1.134 0.22
H -3.714 -3.364 1.076 0.20
H -4.481 -1.917 0.386 0.19
H -4.120 -1.986 2.133 0.19
Cl -0.745 -3.126 -1.139 -0.13
C 0.576 -2.144 -0.365 -0.54
H 1.409 -2.213 -1.058 0.21
H 0.761 -2.639 0.587 0.20
```

## Properties
LUMO energy: -0.098 eV
HOMO energy: -7.8 eV
Energy above the lowest of the compared OMol25 structures with the same formula, charge and spin: 58.07 kJ/mol

=====

[3]
An isolated molecule of C22H28ClN3O2S in a non-equilibrium geometry. Source: the OMol25 dataset; level of theory: ωB97M-V with the def2-TZVPD basis set.

Geometry as XYZ:
```
57
Properties=species:S:1:pos:R:3:nbo_charge:R:1
O -1.833 2.098 -0.825 -0.95
S -2.947 1.592 -0.067 2.32
O -4.254 1.685 -0.646 -0.94
N -2.715 0.004 0.430 -0.67
C -3.254 -0.985 -0.484 -0.25
H -4.193 -0.580 -0.860 0.25
C -2.285 -1.226 -1.636 -0.23
N -1.003 -1.731 -1.154 -0.46
C -0.811 -1.567 0.272 -0.23
H -1.321 -2.396 0.778 0.19
C -1.342 -0.245 0.845 -0.26
H -0.722 0.587 0.503 0.22
H -1.307 -0.277 1.941 0.20
H 0.250 -1.646 0.508 0.22
C 0.113 -1.387 -2.026 -0.03
C 1.238 -2.416 -1.891 -0.43
C 2.373 -2.080 -2.871 -0.21
N 2.893 -0.736 -2.758 -0.44
C 1.836 0.250 -2.827 -0.21
C 0.693 0.020 -1.830 -0.47
H 1.078 0.112 -0.815 0.20
H -0.077 0.780 -1.973 0.23
H 2.272 1.240 -2.678 0.20
H 1.429 0.211 -3.845 0.19
C 3.953 -0.507 -1.793 -0.23
C 3.588 -0.593 -0.328 -0.05
C 3.665 -1.801 0.355 -0.21
C 3.264 -1.896 1.676 -0.21
C 2.784 -0.778 2.338 -0.23
C 2.731 0.438 1.678 -0.22
C 3.136 0.530 0.358 -0.17
H 3.099 1.484 -0.149 0.20
H 2.373 1.318 2.194 0.21
H 2.464 -0.852 3.367 0.21
H 3.325 -2.844 2.190 0.21
H 4.044 -2.677 -0.154 0.21
H 4.738 -1.240 -2.010 0.20
H 4.356 0.489 -2.003 0.20
H 3.198 -2.785 -2.746 0.20
H 1.991 -2.187 -3.894 0.19
H 1.624 -2.419 -0.873 0.20
H 0.848 -3.412 -2.109 0.21
H -0.280 -1.461 -3.048 0.19
H -2.704 -1.959 -2.337 0.20
H -2.169 -0.269 -2.166 0.18
H -3.455 -1.905 0.069 0.20
C -2.952 2.394 1.534 -0.35
C -4.028 2.173 2.372 -0.16
C -4.049 2.756 3.626 -0.22
C -2.981 3.552 4.020 -0.03
C -1.900 3.775 3.178 -0.25
C -1.891 3.188 1.924 -0.11
H -1.076 3.345 1.235 0.24
H -1.083 4.401 3.501 0.23
Cl -2.999 4.278 5.582 0.02
H -4.881 2.601 4.295 0.23
H -4.840 1.556 2.023 0.24
```

## Properties
Structure (SMILES): O=S(=O)(c1ccc(Cl)cc1)N1CCN(C2CCN(Cc3ccccc3)CC2)CC1
LUMO energy: 0.378 eV
HOMO energy: -8.1 eV
Energy above the lowest of the compared OMol25 structures with the same formula, charge and spin: 189.44 kJ/mol

=====

[4]
A structure of composition C22H28ClN5O2Sc in a non-equilibrium geometry. Source: the OMol25 dataset; level of theory: ωB97M-V with the def2-TZVPD basis set.

Geometry as XYZ:
```
59
Properties=species:S:1:pos:R:3:nbo_charge:R:1
Sc -1.479 -0.187 0.872 1.28
Cl -3.426 0.509 2.299 -0.44
N -0.169 2.068 0.430 -0.58
N -0.509 -2.203 0.694 -0.68
C -0.885 2.846 -0.357 0.63
C -0.841 -2.908 -0.376 0.53
C 1.069 2.863 0.706 0.07
C 0.602 4.303 0.438 -0.08
C 2.151 2.519 -0.308 -0.61
C 1.586 2.679 2.120 -0.60
H 1.806 2.718 -1.337 0.21
H 2.424 1.459 -0.218 0.23
H 3.032 3.148 -0.107 0.20
H 0.792 2.912 2.838 0.23
H 2.425 3.373 2.279 0.20
H 1.942 1.653 2.277 0.23
C 0.624 -2.915 1.356 0.07
C 0.834 -4.136 0.456 -0.08
C 0.192 -3.309 2.762 -0.60
C 1.885 -2.064 1.365 -0.60
H 2.192 -1.851 0.328 0.21
H 2.680 -2.655 1.845 0.20
H 1.751 -1.122 1.918 0.23
H -0.713 -3.930 2.684 0.21
H -0.022 -2.422 3.377 0.24
H 0.999 -3.892 3.230 0.20
O -0.144 -4.008 -0.610 -0.50
H 0.645 -5.082 0.980 0.18
H 1.818 -4.156 -0.031 0.18
O -0.533 4.128 -0.443 -0.50
H 1.328 4.942 -0.089 0.19
H 0.248 4.796 1.358 0.18
C -1.999 2.374 -1.237 -0.50
C -1.862 -2.482 -1.378 -0.48
C -1.360 -1.221 -2.004 -0.06
H -2.804 -2.275 -0.821 0.22
H -2.002 -3.273 -2.128 0.22
C -1.577 -0.050 -1.350 -0.49
C -1.456 1.174 -1.942 -0.06
H -2.085 -0.103 2.774 0.14
C -0.771 1.248 -3.166 -0.05
C -0.321 0.061 -3.737 -0.22
C -0.510 2.577 -3.780 -0.63
C -0.654 -1.183 -3.216 -0.03
H 0.229 0.109 -4.675 0.18
C -0.285 -2.468 -3.864 -0.63
H 0.320 -2.303 -4.757 0.20
H -1.163 -3.041 -4.176 0.21
H 0.287 -3.107 -3.181 0.22
H -1.426 3.150 -3.945 0.20
H -0.028 2.471 -4.754 0.20
H 0.152 3.193 -3.161 0.20
H -2.277 3.183 -1.931 0.23
H -2.839 2.094 -0.570 0.26
N -0.447 0.020 2.654 -0.78
C -0.068 0.232 3.766 0.57
N 0.459 0.494 4.876 -0.68
C 0.185 -0.193 5.978 0.44
N -0.002 -0.755 6.988 -0.50
```

## Properties
Charge: -1
LUMO energy (alpha / beta): 2.573 / 2.564 eV
HOMO energy (alpha / beta): -0.8 / -1.6 eV

=====

Which formula does entry 2 have? C22H28Cl4IrN2O5PS